No. 1
This record from the Open Molecules 2025 dataset describes 2 unconnected molecules or ions with the total composition C2H8P4. The level of theory is wB97M-V/def2-TZVPD.

Structure (XYZ):
```
14
Properties=species:S:1:pos:R:3:forces:R:3:lowdin_charge:R:1
C 0.4862 -0.7219 -2.3980 2.1 0.9 -0.4 -0.223
C -0.0235 -0.9436 -0.9815 3.2 -2.0 0.9 -0.648
P -0.1754 1.5723 3.2085 0.1 1.1 -1.6 0.214
P -2.0865 0.8060 2.5148 -0.9 0.0 0.3 0.183
P -0.2834 -0.2409 1.9057 0.6 -0.8 1.2 0.004
P 0.0947 0.5907 -0.0046 0.5 1.4 -0.8 0.482
H 1.1199 -1.5091 -2.9213 -1.2 0.5 1.0 0.089
H -0.1900 -0.2982 -3.1295 -0.5 -0.1 0.1 0.057
H 1.2156 0.1060 -2.2046 -0.2 -0.5 -0.8 -0.002
H 0.7005 -1.7463 -0.4568 -1.6 1.6 -1.0 0.107
H -0.9926 -1.3121 -0.8510 -1.7 -0.8 -0.1 0.022
H -0.2205 2.5585 2.0388 0.3 -1.0 1.4 -0.154
H -2.2765 -0.0277 3.6663 0.0 0.1 -0.3 -0.173
H 2.6317 1.1664 -0.3868 -0.9 -0.3 0.2 0.041
```
Positions in Å, forces in eV/Å.

Properties
HOMO level (alpha / beta), Eh: -0.2979 / -0.3209
LUMO (alpha / beta), eV: -0.65 / -1.23
HOMO-LUMO gap (alpha / beta), eV: 7.458 / 7.502
Energy, Ha: -1446.247053
2S+1: 1

No. 2
This record from the Open Molecules 2025 dataset describes 2 unconnected molecules or ions with the total composition C2H8S2. The level of theory is wB97M-V/def2-TZVPD.

Structure (XYZ):
```
12
Properties=species:S:1:pos:R:3:forces:R:3:lowdin_charge:R:1
S 0.4238 -3.7105 0.3164 -2.2 -1.9 0.7 -0.130
S 2.2085 -2.5404 -0.3770 2.0 1.4 -0.4 -0.178
H -0.4643 -2.8240 -0.1098 -0.3 0.2 -0.1 -0.348
H 2.1922 -2.1777 0.9101 0.4 0.3 -0.2 -0.333
C -0.3056 2.0279 -0.4595 -0.4 -0.3 1.3 -0.174
C -0.8251 0.6582 0.2939 3.2 2.3 -1.3 -0.130
H -0.1018 2.8255 0.3127 0.0 -0.8 -0.8 0.056
H -1.0740 2.4193 -1.1288 -0.4 0.0 0.3 0.033
H 0.5493 1.9341 -1.1308 0.3 -0.4 0.5 0.041
H -1.1762 0.0581 -0.5636 -0.1 -0.3 1.3 0.060
H 0.0552 0.2592 0.9101 -1.3 0.0 -1.4 0.079
H -1.4820 1.0703 1.0262 -1.3 -0.4 0.2 0.024
```
Positions in Å, forces in eV/Å.

Properties
Charge: -1
HOMO level (alpha / beta), Eh: -0.0116 / -0.1360
Expectation value of S²: 0.7541
LUMO (alpha / beta), eV: 3.63 / 3.59
HOMO-LUMO gap (alpha / beta), eV: 3.943 / 7.294
Energy, Ha: -877.332581
2S+1: 2

No. 3
This record from the Open Molecules 2025 dataset describes 2 unconnected molecules or ions with the total composition C2H8S2. The level of theory is wB97M-V/def2-TZVPD.

Structure (XYZ):
```
12
Properties=species:S:1:pos:R:3:forces:R:3:lowdin_charge:R:1
C -0.0302 1.2280 -1.0810 -0.1 -0.3 0.3 -0.191
C 1.3725 0.6660 -1.2240 0.3 0.4 0.6 -0.604
S 2.2104 0.4625 0.4081 0.0 -0.4 -0.3 0.660
H -0.0136 2.1248 -0.4539 0.0 0.1 -0.3 0.062
H -0.4676 1.4423 -2.0576 0.1 0.2 0.1 0.071
H -0.6922 0.5274 -0.5717 0.0 -0.1 0.0 0.068
H 1.9926 1.3729 -1.7672 0.0 -0.2 -0.3 0.051
H 1.3933 -0.3147 -1.6921 0.0 0.1 -0.1 0.057
H 1.3964 1.2635 1.0815 -0.2 0.2 0.2 -0.173
S -2.3507 -3.1371 3.0232 0.1 -0.1 0.2 0.464
H -1.5657 -3.2552 1.9468 0.0 0.0 -0.1 -0.229
H -3.2451 -2.3805 2.3880 -0.1 0.1 -0.1 -0.235
```
Positions in Å, forces in eV/Å.

Properties
HOMO level, Eh: -0.3325
SMILES: CCS.S
LUMO, eV: 0.74
HOMO-LUMO gap, eV: 9.787
Energy, Ha: -877.349267
2S+1: 1

No. 4
This record from the Open Molecules 2025 dataset describes 2 unconnected molecules or ions with the total composition C2H8S2. The level of theory is wB97M-V/def2-TZVPD.

Structure (XYZ):
```
12
Properties=species:S:1:pos:R:3:forces:R:3:lowdin_charge:R:1
C -1.2107 0.9864 -0.9864 1.9 -1.5 0.2 -0.128
C 0.0859 0.2061 -1.4675 -0.2 0.1 1.2 -0.592
S 0.3465 -1.5687 -1.0181 -0.2 0.3 0.1 0.648
H -2.1009 0.4087 -1.1884 -0.2 -0.1 -0.3 0.055
H -1.1617 1.1046 0.1162 0.0 0.4 -0.7 0.072
H -1.1882 1.9043 -1.5635 -0.3 0.3 0.4 0.061
H 1.0115 0.7682 -1.2712 -0.4 -0.1 0.5 0.058
H 0.1338 0.0696 -2.5128 -0.5 0.2 -1.4 0.015
H -0.2099 -1.6469 0.1953 0.0 0.3 0.1 -0.182
S 1.9586 -0.6555 3.5147 1.0 -0.1 -0.4 0.494
H 1.6110 -0.9803 2.2579 0.0 0.0 0.1 -0.245
H 0.7241 -0.5964 3.9237 -1.0 0.0 0.3 -0.257
```
Positions in Å, forces in eV/Å.

Properties
HOMO level, Eh: -0.3360
SMILES: CCS.S
LUMO, eV: 0.73
HOMO-LUMO gap, eV: 9.877
Energy, Ha: -877.340846
2S+1: 1

No. 5
This record from the Open Molecules 2025 dataset describes 2 unconnected molecules or ions with the total composition C2H8S2. The level of theory is wB97M-V/def2-TZVPD.

Structure (XYZ):
```
12
Properties=species:S:1:pos:R:3:forces:R:3:lowdin_charge:R:1
C -3.0273 -2.4276 -3.2696 0.2 0.6 0.2 -0.509
S -4.1285 -3.5052 -2.2750 0.4 -0.1 -1.0 0.592
H -2.8659 -1.5422 -2.6320 0.1 -0.3 -0.4 0.019
H -3.4864 -2.0996 -4.2174 0.0 -0.2 0.5 0.029
H -2.0482 -2.8839 -3.4925 -0.5 0.1 0.3 0.028
H -4.2519 -4.3753 -3.2997 -0.2 -0.1 0.5 -0.159
C 6.1660 1.3239 1.0893 1.3 0.2 0.0 -0.516
S 5.3074 -0.1087 1.7986 -0.4 0.4 0.3 0.594
H 5.7823 1.7674 0.1551 -0.3 -0.6 0.5 0.033
H 7.1768 0.9250 0.9002 -0.3 0.7 -0.1 0.015
H 6.2380 2.1176 1.8519 -0.1 -0.3 -0.5 0.027
H 5.6584 0.2486 3.0523 -0.2 -0.3 -0.2 -0.153
```
Positions in Å, forces in eV/Å.

Properties
HOMO level, Eh: -0.3317
SMILES: CS.CS
LUMO, eV: 1.00
HOMO-LUMO gap, eV: 10.024
Energy, Ha: -877.337156
2S+1: 1

No. 6
This record from the Open Molecules 2025 dataset describes 2 unconnected molecules or ions with the total composition C2H8S4. The level of theory is wB97M-V/def2-TZVPD.

Structure (XYZ):
```
14
Properties=species:S:1:pos:R:3:forces:R:3:lowdin_charge:R:1
C 0.8636 1.5457 0.9361 -0.2 -0.8 -0.2 -0.528
S 0.5267 2.6220 -0.4633 0.0 0.4 0.3 0.349
S -0.9472 3.8179 0.3577 0.1 -0.1 -0.3 0.302
H -0.0468 1.0061 1.2002 0.0 0.1 0.1 0.021
H 1.2576 2.0385 1.8192 0.1 0.2 -0.1 0.032
H 1.5696 0.7970 0.5598 0.1 0.2 0.2 0.026
H -1.9699 3.2132 -0.2640 -0.1 0.0 0.1 -0.205
C -0.5706 -1.5564 -1.3488 0.6 0.1 0.3 -0.485
S -0.6373 -3.2337 -0.6717 -0.1 -0.1 0.1 0.362
S 0.2108 -2.9458 1.1809 -0.1 -0.2 0.1 0.293
H 0.1195 -1.4993 -2.1869 -0.3 -0.1 -0.3 0.031
H -0.1271 -0.9340 -0.5797 -0.1 0.2 0.1 -0.025
H -1.5741 -1.1970 -1.5495 0.0 0.0 -0.3 0.029
H 1.3252 -3.6742 1.0099 0.1 0.1 -0.1 -0.202
```
Positions in Å, forces in eV/Å.

Properties
HOMO level, Eh: -0.3280
SMILES: CSS.CSS
LUMO, eV: 0.47
HOMO-LUMO gap, eV: 9.392
Energy, Ha: -1673.730171
2S+1: 1

No. 7
This record from the Open Molecules 2025 dataset describes 2 unconnected molecules or ions with the total composition C2H8S4. The level of theory is wB97M-V/def2-TZVPD.

Structure (XYZ):
```
14
Properties=species:S:1:pos:R:3:forces:R:3:lowdin_charge:R:1
C 1.5833 6.1514 0.2734 -0.5 0.6 0.3 -0.510
S 1.5997 4.3658 -0.0137 -0.1 -0.1 0.2 0.331
S 0.7273 3.6250 1.7099 0.2 0.2 0.0 0.279
H 2.1453 6.4825 1.1629 -0.1 -0.4 -0.4 0.037
H 0.5226 6.4231 0.4062 0.5 0.2 -0.1 0.024
H 1.9753 6.6846 -0.6090 -0.1 -0.4 0.2 0.035
H -0.5609 3.9988 1.5572 0.1 0.0 -0.3 -0.196
C -3.1351 2.0396 -3.5847 -0.9 0.2 1.5 -0.526
S -3.4245 0.6602 -4.7111 1.4 -0.8 -0.2 0.358
S -2.1759 -0.7583 -3.7391 -0.5 0.6 -0.7 0.299
H -4.0262 1.8894 -2.9522 0.6 0.8 0.3 0.012
H -3.1372 3.0788 -3.9544 0.0 -0.7 -0.5 0.039
H -2.2348 1.8882 -2.9658 -0.4 0.0 -0.5 0.017
H -1.0428 -0.4886 -4.4216 -0.2 0.0 0.1 -0.199
```
Positions in Å, forces in eV/Å.

Properties
HOMO level, Eh: -0.3320
SMILES: CSS.CSS
LUMO, eV: 0.39
HOMO-LUMO gap, eV: 9.428
Energy, Ha: -1673.719675
2S+1: 1

No. 8
This record from the Open Molecules 2025 dataset describes 2 unconnected molecules or ions with the total composition C2H8Si2. The level of theory is wB97M-V/def2-TZVPD.

Structure (XYZ):
```
12
Properties=species:S:1:pos:R:3:forces:R:3:lowdin_charge:R:1
C 1.8337 -0.5292 -0.8325 0.6 0.4 1.1 -0.152
C 1.6931 0.2893 0.2245 -3.8 -0.5 -1.5 -0.189
Si -1.8666 -0.3770 -0.2517 -0.6 0.1 0.4 0.386
Si -0.5839 0.9584 1.0974 3.2 -0.8 -1.8 0.540
H 2.7964 -1.0062 -1.1026 -0.4 0.4 0.3 0.047
H 1.0195 -0.8598 -1.4501 -0.4 0.2 -0.3 0.001
H 2.4644 0.4671 0.9036 1.2 0.6 0.9 -0.024
H -1.4861 0.2013 -1.5377 -0.3 0.3 -0.4 -0.110
H -1.4913 -1.7634 -0.3272 0.3 -0.7 0.2 -0.129
H -3.3342 -0.3307 0.0823 0.4 0.2 -0.3 -0.116
H -1.0927 2.3373 0.8414 0.4 -0.1 0.3 -0.117
H 0.0475 0.6129 2.3526 -0.6 0.1 0.9 -0.136
```
Positions in Å, forces in eV/Å.

Properties
HOMO level, Eh: -0.3273
LUMO, eV: 0.33
HOMO-LUMO gap, eV: 9.238
Energy, Ha: -659.832444
2S+1: 1

Q: Number 1 is which compound?
A: C2H8P4

Q: Which value of 2S+1 does entry 5 give?
A: 1

Q: Look up the energy of the fifth one.
A: -877.337156 Ha